129
Properties=species:S:1:pos:R:3:forces:R:3:lowdin_charge:R:1 method="wB97M-V/def2-TZVPD" e_lumo_ev=1.54 total_energy_ha=-2361.7512 relative_energy_kcal_mol=0.0 charge=-1
C -0.228 1.551 3.272 0.06 0.07 0.09 0.02
C 1.013 1.323 2.465 -0.10 -0.07 -0.16 -0.47
O 1.000 1.284 1.254 -0.05 0.22 0.04 0.07
N 2.200 1.158 3.231 0.01 0.05 -0.19 -0.16
C 3.211 2.161 2.920 0.02 0.01 0.19 -0.06
C 2.676 -0.232 3.239 0.07 -0.22 0.34 -0.15
C 2.745 -0.916 4.635 -0.39 -0.15 -0.27 -0.16
C 2.301 -0.088 5.847 0.54 -0.21 0.19 -0.21
C 3.177 -0.313 7.088 0.02 0.06 0.37 -0.39
N 2.478 -1.230 7.943 -0.41 -0.24 -0.49 -0.08
O 3.500 -1.475 9.085 0.17 0.35 0.66 -0.14
C 3.261 -0.663 10.043 -0.15 -0.40 -0.53 -0.49
N 3.038 0.050 10.932 0.14 0.04 0.09 0.07
H -0.554 0.599 3.695 0.01 -0.09 0.01 0.09
H -1.013 1.993 2.666 -0.07 -0.05 -0.03 0.05
H 0.017 2.191 4.117 -0.05 0.05 0.05 0.09
H 2.747 3.051 2.498 -0.05 0.03 -0.04 0.09
H 3.717 2.467 3.837 0.10 -0.07 0.04 0.08
H 3.962 1.798 2.212 0.00 -0.01 -0.13 0.08
H 3.667 -0.260 2.783 0.06 0.11 -0.06 0.11
H 2.054 -0.835 2.576 -0.14 0.06 -0.05 0.11
H 2.110 -1.802 4.591 0.03 -0.10 -0.02 0.09
H 3.754 -1.304 4.765 0.12 0.13 0.18 0.09
H 2.313 0.977 5.628 -0.14 0.04 -0.22 0.09
H 1.286 -0.383 6.115 -0.14 0.23 0.06 0.09
H 3.369 0.665 7.580 0.02 0.05 -0.02 0.09
H 4.169 -0.684 6.770 0.07 0.02 -0.05 0.09
C -2.177 -5.298 6.523 -0.10 0.00 0.00 -0.08
C -1.491 -3.939 6.632 0.16 -0.17 0.01 -0.44
C -1.166 -3.293 5.280 -0.06 0.21 0.06 -0.21
O -0.051 -3.846 4.612 0.03 -0.02 -0.15 -0.20
C -0.293 -5.029 3.883 0.19 0.03 0.06 -0.11
N -0.310 -4.059 7.486 -0.05 0.26 -0.16 0.06
H -1.467 -6.088 6.277 0.03 0.02 -0.03 0.06
H -2.633 -5.561 7.477 0.04 0.00 0.02 0.07
H -2.961 -5.291 5.761 0.01 0.00 -0.01 0.07
H -2.189 -3.260 7.133 0.00 0.05 -0.04 0.13
H -0.896 -2.251 5.468 0.05 -0.01 -0.01 0.12
H -2.042 -3.291 4.613 -0.02 -0.08 0.03 0.12
H -1.293 -5.029 3.434 -0.03 -0.02 0.03 0.09
H -0.177 -5.915 4.514 -0.11 -0.05 -0.05 0.08
H 0.453 -5.080 3.089 0.01 0.03 0.01 0.08
H 0.086 -3.131 7.640 0.09 -0.06 0.21 0.07
H 0.412 -4.537 6.953 0.00 -0.07 0.05 0.06
C 0.530 -2.246 -2.731 -0.03 -0.06 0.01 -0.07
C 0.105 -1.363 -1.560 0.13 0.07 -0.15 -0.43
C -1.228 -0.638 -1.771 -0.10 -0.04 0.21 -0.20
O -1.170 0.475 -2.645 -0.09 -0.07 -0.13 -0.21
C -1.253 0.176 -4.022 0.10 0.18 0.03 -0.10
N 1.184 -0.437 -1.220 -0.30 0.03 0.11 0.06
H 0.944 -1.655 -3.548 -0.02 0.05 -0.01 0.06
H 1.306 -2.939 -2.408 0.03 0.04 0.01 0.07
H -0.308 -2.830 -3.118 0.00 0.02 0.00 0.07
H -0.044 -2.016 -0.694 -0.06 0.00 0.01 0.14
H -1.533 -0.227 -0.805 -0.01 0.05 -0.02 0.12
H -2.020 -1.327 -2.099 0.07 -0.04 -0.04 0.12
H -1.918 -0.672 -4.214 0.03 -0.04 0.01 0.09
H -0.266 -0.028 -4.446 -0.05 -0.12 -0.07 0.07
H -1.656 1.056 -4.526 -0.01 0.00 0.01 0.08
H 0.927 0.067 -0.371 0.30 -0.10 -0.10 0.03
H 1.218 0.282 -1.938 0.09 -0.04 -0.03 0.07
C 2.680 4.031 -6.492 0.08 0.05 -0.05 -0.07
C 2.638 2.529 -6.757 -0.08 0.12 0.09 -0.43
C 1.602 2.108 -7.809 0.09 -0.09 -0.03 -0.21
O 0.267 2.108 -7.345 -0.06 0.05 -0.07 -0.20
C -0.372 3.372 -7.319 -0.11 -0.12 0.13 -0.10
N 2.445 1.829 -5.484 -0.10 -0.11 -0.17 0.05
H 1.851 4.353 -5.862 -0.03 -0.02 -0.01 0.06
H 3.599 4.290 -5.969 -0.01 -0.03 0.04 0.08
H 2.646 4.600 -7.424 -0.01 0.00 0.00 0.08
H 3.618 2.240 -7.150 -0.02 -0.05 -0.04 0.13
H 1.806 1.071 -8.091 -0.03 -0.01 0.02 0.12
H 1.691 2.718 -8.718 0.00 0.07 0.05 0.12
H -0.057 4.003 -8.154 0.03 0.01 0.00 0.09
H -0.187 3.894 -6.377 0.04 0.10 -0.06 0.08
H -1.445 3.200 -7.396 0.01 0.00 -0.05 0.07
H 2.541 0.829 -5.634 0.10 0.01 0.06 0.07
H 1.469 1.953 -5.225 0.04 0.04 0.14 0.06
C -3.447 3.002 0.753 -0.09 -0.01 0.03 -0.07
C -2.899 4.427 0.766 0.08 -0.14 -0.02 -0.43
C -2.851 5.092 -0.618 0.00 0.09 0.12 -0.22
O -1.800 4.643 -1.444 -0.08 0.03 -0.17 -0.18
C -2.041 3.421 -2.121 0.16 0.07 0.06 -0.10
N -1.594 4.422 1.431 0.00 0.15 -0.12 0.05
H -2.704 2.289 0.394 0.03 0.02 -0.03 0.06
H -3.722 2.701 1.763 0.03 0.01 0.02 0.08
H -4.333 2.923 0.120 0.01 -0.01 -0.01 0.08
H -3.577 5.033 1.375 0.00 0.05 -0.02 0.13
H -2.670 6.161 -0.475 0.03 -0.01 -0.01 0.12
H -3.816 4.990 -1.136 -0.01 -0.07 0.02 0.12
H -3.087 3.338 -2.437 -0.02 0.00 0.03 0.09
H -1.774 2.560 -1.512 -0.06 -0.05 -0.03 0.06
H -1.403 3.407 -3.005 0.01 0.02 0.00 0.08
H -1.273 5.376 1.560 -0.03 -0.01 0.07 0.07
H -0.918 4.007 0.793 0.00 -0.09 0.06 0.07
C 5.140 -7.874 3.874 0.08 -0.05 -0.01 -0.07
C 4.877 -6.974 2.671 -0.09 -0.06 0.11 -0.44
C 4.788 -5.481 3.012 0.07 0.09 -0.11 -0.22
O 3.584 -5.085 3.626 0.00 -0.04 0.06 -0.20
C 3.506 -5.303 5.027 -0.26 0.08 -0.03 -0.09
N 3.684 -7.456 1.967 0.02 0.10 -0.05 0.03
H 4.239 -8.023 4.469 -0.02 0.05 0.01 0.06
H 5.473 -8.857 3.541 -0.04 -0.01 -0.02 0.07
H 5.911 -7.454 4.522 -0.01 0.01 0.01 0.08
H 5.727 -7.084 1.989 0.01 0.05 -0.02 0.13
H 4.831 -4.919 2.074 -0.02 0.01 0.01 0.12
H 5.647 -5.166 3.620 0.00 -0.07 0.03 0.12
H 4.475 -5.164 5.514 0.03 -0.02 -0.03 0.09
H 3.124 -6.305 5.246 0.09 -0.02 0.08 0.07
H 2.806 -4.574 5.433 0.03 0.05 -0.03 0.08
H 3.575 -6.937 1.101 0.03 -0.04 -0.02 0.07
H 2.875 -7.192 2.524 0.00 -0.05 0.02 0.06
C -4.634 3.062 -8.055 0.03 -0.07 0.02 -0.07
C -4.632 4.039 -6.882 -0.02 0.02 -0.20 -0.44
C -6.018 4.277 -6.269 0.05 0.01 0.17 -0.21
O -6.869 5.113 -7.028 -0.01 -0.03 -0.07 -0.19
C -7.556 4.481 -8.090 -0.03 0.11 0.02 -0.11
N -3.982 5.285 -7.299 -0.08 0.02 0.15 0.04
H -4.998 3.531 -8.969 -0.03 0.03 0.01 0.07
H -3.621 2.714 -8.255 0.01 0.03 -0.01 0.06
H -5.255 2.190 -7.844 -0.01 0.00 0.00 0.08
H -4.018 3.599 -6.090 -0.03 0.01 0.05 0.13
H -5.881 4.796 -5.316 -0.02 0.03 -0.02 0.12
H -6.519 3.324 -6.052 0.03 -0.03 -0.05 0.12
H -7.829 3.453 -7.832 0.02 -0.02 -0.01 0.09
H -6.967 4.477 -9.010 0.00 -0.08 0.00 0.07
H -8.467 5.050 -8.272 0.00 0.00 0.02 0.09
H -3.868 5.889 -6.490 0.10 -0.03 -0.01 0.07
H -4.627 5.788 -7.903 0.04 -0.03 -0.06 0.07